# C3H3CdFO4

A structure of composition C3H3CdFO4 in a non-equilibrium geometry (ωB97M-V with the def2-TZVPD basis set, the OMol25 dataset).

Its molar mass is 234.46 Da. Its multiplicity is 2. As for the charge: +3. For the LUMO energy (spin up / spin down), the calculation gives -15.8493 / -15.8493 eV. The orbital gap (spin up / spin down) is 6.09 / 5.41 eV. As for the HOMO energy (spin up / spin down): -21.94 / -21.26 eV.

Element x y z (Å)
Cd (4.06, -2.97, 3.19)
F (-4.52, 2.53, -1.32)
O (-1.77, 0.34, 0.53)
O (2.20, -2.29, 3.11)
O (1.79, -1.80, 1.91)
O (-3.75, 3.15, -0.35)
C (-2.74, 0.94, -0.19)
C (1.28, -1.10, 1.16)
C (-2.93, 2.37, 0.17)
H (-2.56, 0.85, -1.28)
H (-3.72, 0.40, -0.07)
H (-2.27, 2.90, 0.87)

# C3H3CeFO2

A structure of composition C3H3CeFO2 in a non-equilibrium geometry (ωB97M-V with the def2-TZVPD basis set, the OMol25 dataset).

Its molar mass is 230.17 Da. Its multiplicity is 2. As for the charge: +3. For the LUMO energy (spin up / spin down), the calculation gives -17.9508 / -17.1662 eV. The orbital gap (spin up / spin down) is 3.94 / 5.00 eV. As for the HOMO energy (spin up / spin down): -21.89 / -22.16 eV.

Element x y z (Å)
Ce (2.81, 3.35, 0.48)
F (-1.12, -2.36, -1.62)
O (-0.18, 1.45, -0.29)
O (1.04, 0.16, 0.85)
C (-0.91, 0.30, -0.15)
C (0.97, 1.34, 0.33)
C (-0.19, -0.48, 0.71)
H (-1.35, -0.35, -1.10)
H (-0.56, -2.29, -0.74)
H (-0.52, -1.10, 1.53)